Record 1
C5H3NO in the gas phase, computed with ωB97M-V/def2-TZVPD.

Cartesian coordinates (Å):
O: -1.28 1.08 0.34
N: 3.11 -0.59 -0.45
C: -0.44 -0.94 -0.08
C: -1.58 -0.22 0.05
C: 0.64 0.00 0.03
C: 2.02 -0.29 -0.22
C: 0.06 1.21 0.31
H: 0.49 2.19 0.48
H: -2.62 -0.44 -0.14
H: -0.41 -1.99 -0.33

As for the spin multiplicity: 1. The calculated total energy comes out at -322.28889 Ha. For the max |F|, the calculation gives 0.96 eV Å⁻¹. As for the total charge: 0. The energy above the lowest of the compared OMol25 structures with the same formula, charge and spin comes out at 0.079 eV.

The molecule's natural (NBO) atomic charges, reported in e, are given here: -0.390 -0.299 -0.273 0.096 -0.261 0.279 0.163 0.221 0.218 0.245



Record 2
C4H3FN2O in the gas phase in a non-equilibrium geometry, computed with ωB97M-V/def2-TZVPD.

Cartesian coordinates (Å):
F: 1.41 0.04 1.97
O: 0.07 -1.98 0.13
N: -0.49 1.36 -0.71
N: -1.41 -0.44 -1.96
C: 0.31 1.47 0.41
C: -0.72 0.02 -1.00
C: 0.65 0.26 0.90
C: 0.04 -0.77 0.07
H: 0.60 2.49 0.77
H: -1.41 -1.45 -1.91
H: -0.88 2.12 -1.27

As for the spin multiplicity: 1. The calculated total energy comes out at -438.81113 Ha. For the max |F|, the calculation gives 1.38 eV Å⁻¹. As for the total charge: 0. The energy above the lowest of the compared OMol25 structures with the same formula, charge and spin comes out at 1.539 eV.

The molecule's natural (NBO) atomic charges, reported in e, are given here: -0.293 -0.500 -0.604 -0.584 0.018 0.333 0.185 0.413 0.236 0.365 0.429



Record 3
2 unconnected molecules or ions with the total composition C6H11F, computed with ωB97M-V/def2-TZVPD.

Cartesian coordinates (Å):
F: 2.89 0.62 0.14
C: 0.66 -0.71 -1.47
C: -0.66 -1.06 0.59
C: -0.66 2.00 -1.62
C: 0.18 -0.66 1.80
C: -0.83 1.10 -0.66
C: -0.26 -0.25 -0.61
H: 0.14 0.42 1.96
H: -1.11 2.97 -1.56
H: 2.13 0.26 -0.32
H: 1.06 -1.70 -1.38
H: 0.99 -0.14 -2.32
H: -1.72 -0.89 0.81
H: -0.08 1.81 -2.51
H: -0.53 -2.13 0.39
H: -1.44 1.36 0.19
H: -0.18 -1.15 2.70
H: 1.22 -0.94 1.66

As for the spin multiplicity: 1. The calculated total energy comes out at -335.03986 Ha. For the max |F|, the calculation gives 0.71 eV Å⁻¹. As for the total charge: 0. The energy above the lowest of the compared OMol25 structures with the same formula, charge and spin comes out at 0.573 eV.

The molecule's natural (NBO) atomic charges, reported in e, are given here: -0.584 -0.465 -0.431 -0.327 -0.598 -0.243 0.012 0.208 0.204 0.566 0.210 0.205 0.208 0.190 0.212 0.204 0.212 0.216



Record 4
A gas-phase ion, C4H10NO (charge -1) in a non-equilibrium geometry, computed with ωB97M-V/def2-TZVPD.

Cartesian coordinates (Å):
O: -1.65 0.87 -0.13
N: 0.21 -0.60 1.02
C: 1.48 1.12 -0.45
C: -0.39 -1.31 -0.12
C: 1.45 0.09 0.72
C: -1.44 -0.23 -0.85
H: 0.65 1.82 -0.32
H: 2.28 -0.60 0.55
H: -0.86 0.04 -1.80
H: -2.35 -0.79 -1.15
H: 1.68 0.65 1.65
H: 1.53 0.50 -1.34
H: 0.31 -1.71 -0.85
H: -0.53 0.12 1.17
H: 2.40 1.72 -0.46
H: -1.03 -2.09 0.30

As for the spin multiplicity: 1. The calculated total energy comes out at -288.36407 Ha. For the max |F|, the calculation gives 2.32 eV Å⁻¹. As for the total charge: -1. The energy above the lowest of the compared OMol25 structures with the same formula, charge and spin comes out at 0.750 eV.

The molecule's natural (NBO) atomic charges, reported in e, are given here: -0.943 -0.679 -0.648 -0.288 -0.194 -0.017 0.247 0.151 0.051 0.082 0.161 0.190 0.156 0.402 0.171 0.157



Record 5
C2H2P2S2 in the gas phase in a non-equilibrium geometry, computed with ωB97M-V/def2-TZVPD.

Cartesian coordinates (Å):
S: -1.65 1.46 0.46
S: -0.37 1.48 -1.11
P: -0.26 -1.91 -0.62
P: -2.13 -1.35 -0.23
C: 0.79 -0.65 0.14
C: 0.85 0.66 -0.07
H: 1.34 -1.04 0.86
H: 1.44 1.36 0.57

As for the spin multiplicity: 1. The calculated total energy comes out at -1556.38027 Ha. For the max |F|, the calculation gives 4.70 eV Å⁻¹. As for the total charge: 0. The energy above the lowest of the compared OMol25 structures with the same formula, charge and spin comes out at 3.158 eV.

The molecule's natural (NBO) atomic charges, reported in e, are given here: -0.171 0.135 0.257 0.166 -0.529 -0.306 0.217 0.230



Record 6
2 unconnected molecules or ions with the total composition CH3Cl2F, computed with ωB97M-V/def2-TZVPD.

Cartesian coordinates (Å):
Cl: -2.66 0.84 0.40
Cl: 2.61 0.11 -1.19
F: 4.16 0.53 -1.54
C: -1.24 -0.21 0.56
H: -0.47 0.31 1.13
H: -1.54 -1.13 1.08
H: -0.86 -0.45 -0.44

As for the spin multiplicity: 1. The calculated total energy comes out at -1060.05908 Ha. For the max |F|, the calculation gives 0.52 eV Å⁻¹. As for the total charge: 0. The energy above the lowest of the compared OMol25 structures with the same formula, charge and spin comes out at 2.089 eV.

The molecule's natural (NBO) atomic charges, reported in e, are given here: -0.067 0.350 -0.349 -0.574 0.214 0.217 0.209



Record 7
A molecular structure, C30H40N3OPtS2Si, computed with ωB97M-V/def2-TZVPD.

Cartesian coordinates (Å):
Pt: 0.21 0.16 -0.47
S: -0.34 0.49 -5.89
S: 0.00 -0.46 -3.08
Si: -2.20 2.27 -1.84
O: 1.79 0.85 -4.52
N: 0.27 0.17 1.81
N: 2.26 -0.55 -0.47
N: -0.96 -1.46 0.02
C: 0.79 0.88 4.03
C: 0.56 0.34 -4.50
C: 4.33 -1.95 -0.65
C: -0.04 -0.10 4.54
C: -2.44 -3.27 -0.46
C: -3.32 3.60 -1.09
C: -0.73 -0.96 3.69
C: -2.66 -3.51 0.92
C: 2.81 0.62 -0.17
C: -1.52 1.29 -0.39
C: 2.08 3.00 0.02
C: 0.99 4.02 -0.11
C: 2.07 -2.87 -1.07
C: -1.59 -2.01 4.14
C: 2.72 -2.22 1.26
C: -2.21 -2.83 3.25
C: -0.96 3.22 -2.90
C: -2.04 -2.69 1.83
C: -0.56 -0.81 2.29
C: 2.85 -1.86 -0.22
C: 5.59 2.68 1.43
C: -1.19 -1.65 1.37
C: 2.64 0.61 -3.40
C: 0.91 0.97 2.64
C: -3.29 1.20 -2.92
C: 1.91 1.70 -0.43
C: -1.61 -2.26 -0.86
C: 4.27 2.32 0.81
C: 3.29 3.31 0.64
C: 4.05 1.01 0.42
H: 6.39 2.62 0.69
H: -2.92 -3.88 -1.22
H: 2.27 -2.72 -2.13
H: -2.71 0.41 -3.40
H: -4.15 3.15 -0.53
H: 5.84 1.99 2.24
H: -2.33 0.61 -0.10
H: -3.75 1.79 -3.71
H: 5.57 3.69 1.84
H: 3.61 0.99 -3.70
H: 0.06 2.84 -2.84
H: 1.40 5.02 -0.23
H: -2.76 4.23 -0.40
H: 1.34 1.56 4.67
H: 2.68 -0.46 -3.18
H: 3.20 -1.47 1.89
H: 4.50 -1.38 -1.56
H: 1.10 1.59 -1.23
H: -3.74 4.23 -1.86
H: -4.09 0.74 -2.33
H: 2.28 1.14 -2.51
H: -2.87 -3.62 3.60
H: 3.17 -3.19 1.47
H: 1.66 -2.27 1.55
H: 2.36 -3.89 -0.80
H: -3.31 -4.31 1.26
H: 1.57 1.71 2.18
H: 1.00 -2.75 -0.92
H: -0.94 4.28 -2.64
H: -1.25 3.13 -3.95
H: -1.40 1.98 0.46
H: 4.81 0.28 0.63
H: -1.43 -2.05 -1.90
H: -0.17 -0.21 5.61
H: 3.49 4.32 0.97
H: 0.35 3.80 -0.97
H: -1.74 -2.14 5.20
H: 0.36 4.01 0.78
H: 5.01 -1.59 0.12
H: 4.59 -2.99 -0.84

As for the spin multiplicity: 3. The calculated total energy comes out at -2611.90327 Ha. For the max |F|, the calculation gives 0.83 eV Å⁻¹. As for the total charge: -1. The energy above the lowest of the compared OMol25 structures with the same formula, charge and spin comes out at 0.476 eV.

The molecule's Löwdin atomic charges, reported in e, are given here: 1.115 0.517 0.623 0.415 -0.236 0.023 -0.068 -0.099 -0.067 -1.328 -0.045 -0.038 -0.082 -0.198 -0.169 -0.054 -0.344 -0.390 -0.281 -0.025 -0.055 -0.041 -0.032 -0.032 -0.186 -0.174 -0.181 -0.612 -0.059 -0.172 -0.121 -0.105 -0.191 -0.191 -0.178 -0.285 -0.048 0.007 0.080 0.093 0.074 -0.012 0.022 0.075 0.010 0.026 0.067 0.097 0.007 0.083 0.017 0.091 0.058 0.078 0.083 0.036 0.021 0.025 0.037 0.105 0.080 0.068 0.081 0.097 0.101 0.046 0.025 0.026 0.002 0.088 0.029 0.107 0.104 0.035 0.105 0.087 0.058 0.078